119
Properties=species:S:1:pos:R:3 method="wB97M-V/def2-TZVPD" homo_lumo_gap_ev="6.43 / 6.92" total_charge=+3 e_lumo_ev="-7.7 / -7.8" homo_energy_ev="-14.106 / -14.692" e_tot_ev=-170448.736 spin_multiplicity=2 de_lowest_kcal_mol=21.92
Ir -0.2737 -0.1235 -0.4398
Ge 1.3011 -3.3836 2.2113
S -0.4168 -2.0125 1.1278
S -0.2423 1.5264 1.1617
S -2.4888 0.6377 -0.9358
Si 3.2166 -2.2579 1.2393
Si 1.1556 -2.8575 4.5675
Si 0.8030 -5.6081 1.4536
O 0.4283 1.1511 -4.2256
O 0.7360 0.8057 -2.0428
N -0.3556 -1.5543 -1.9799
N -1.7629 3.6499 1.5004
N -3.3077 3.1531 -0.7628
N 2.5020 -0.1123 -5.7324
N -2.3823 -3.4176 2.2607
N 3.1705 1.9642 -5.0377
N 4.7509 0.2971 -5.3076
C -1.5216 2.5673 0.7941
C -0.6034 -3.1537 5.1165
C 0.2396 -1.7326 -4.4270
C -3.9173 5.0215 -3.4233
C -3.5455 -3.6854 2.8837
C 2.5118 -1.5687 -5.5920
C -2.4797 2.2219 -0.3456
C -2.6979 3.0256 -3.9779
C -0.9629 4.0641 2.6792
C -2.7606 -1.1110 2.3170
C 2.3892 -4.0264 5.3119
C -3.3494 5.6735 -4.5074
C -3.9682 -1.3542 2.9450
C -4.1913 3.0063 -1.9511
C -2.1306 3.6770 -5.0621
C 0.2992 8.1372 2.2759
C -4.3746 -2.6558 3.2401
C 1.6035 -1.0598 4.7132
C -0.3766 -0.8849 -3.3127
C 0.8084 7.1605 1.4275
C -0.5237 5.4982 2.5464
C 0.8424 -5.5604 -0.4089
C -3.2193 4.5166 -0.2181
C 3.4784 0.7075 -5.3518
C -0.6128 7.7954 3.2623
C -3.5935 3.6954 -3.1503
C -0.8813 -6.2341 2.0023
C 0.4009 5.8437 1.5641
C 3.3999 -2.7783 -0.5477
C -1.9457 -2.1789 1.9622
C -2.4538 5.0007 -5.3264
C 4.6625 -2.8015 2.2673
C 2.1429 -6.6197 2.2481
C 0.2993 0.4845 -3.2037
C 1.7640 -1.9990 -4.3239
C -2.9732 4.4418 1.2569
C 2.9694 -0.4143 1.2633
C -1.0262 6.4754 3.3961
H -3.7611 -4.7280 3.0707
H 0.6221 9.1642 2.1719
H 0.4061 -2.2280 -1.9340
H -2.4189 5.0573 -0.7282
H -1.4210 -0.6892 -3.5650
H -1.5868 3.9239 3.5647
H 2.1634 -7.6303 1.8321
H 2.0390 -5.0590 5.2676
H 1.8439 -5.3630 -0.7873
H 1.5309 7.4271 0.6679
H 2.6614 -0.0292 2.2354
H 2.2314 2.1450 -4.6950
H 2.2128 -1.4809 -3.4689
H -0.8126 -7.3222 2.0874
H -0.1072 3.4002 2.7580
H 0.5061 -6.5074 -0.8391
H 2.5658 -2.3799 -1.1332
H -4.1577 5.0275 -0.4191
H 1.9375 -3.0663 -4.1753
H -1.1944 -5.8788 2.9882
H 2.6506 -0.8882 4.4576
H 5.0350 -0.5338 -5.7969
H 1.4556 -0.6997 5.7350
H -2.4210 -0.1100 2.0937
H 3.8920 2.6273 -4.8116
H -5.1431 3.4642 -1.6841
H -0.9151 -4.1843 4.9330
H -4.6390 5.5444 -2.8053
H 0.8117 5.0789 0.9124
H -1.2802 -2.4705 4.6007
H -0.0010 -1.2202 -5.3592
H 0.9771 -0.4540 4.0536
H 5.4786 0.9548 -5.0840
H 2.2189 -0.1157 0.5240
H -2.4504 1.9897 -3.7839
H 0.1724 -4.7746 -0.7707
H 1.5822 0.3115 -5.7340
H 5.5969 -2.4930 1.7918
H -0.2892 -2.6873 -4.4679
H -1.4432 3.1409 -5.7013
H -2.8110 5.4397 1.6581
H -5.3109 -2.8623 3.7364
H 3.9024 0.0852 0.9867
H -1.7908 -4.2027 1.9988
H -4.6037 -0.5233 3.2231
H -3.8134 3.9835 1.7859
H -4.3584 1.9477 -2.1222
H -1.7328 6.2082 4.1741
H -1.2165 -2.0795 -1.8601
H 4.6425 -2.3664 3.2684
H -2.0212 5.5058 -6.1797
H -3.6155 6.7002 -4.7191
H 3.3505 -3.9629 4.7980
H 2.0322 -2.0021 -6.4692
H 2.5679 -3.7892 6.3642
H 4.6925 -3.8887 2.3714
H 3.4294 -3.8595 -0.6705
H 3.1336 -6.1833 2.1064
H -1.0027 8.5527 3.9287
H -1.6658 -6.0427 1.2624
H 4.3234 -2.3714 -0.9691
H -0.7186 -2.9664 6.1877
H 3.5385 -1.9258 -5.5843
H 1.9623 -6.7138 3.3210

115
Properties=species:S:1:pos:R:3 method="wB97M-V/def2-TZVPD" smiles="C#CCc1c(CCC)c(P(=O)(O)O)cc2ncc(N)nc12.C1CCOC1.C1CCOC1.C1CCOC1.C1CCOC1.C1CCOC1.C1CCOC1" homo_lumo_gap_ev=7.11 total_charge=0 e_lumo_ev=-1.2 homo_energy_ev=-8.323 e_tot_ev=-72612.377
P -4.3650 -2.0042 1.7643
O 3.5713 4.1281 1.8853
O -5.1392 -1.1766 3.0915
O -4.3276 -0.9436 0.5504
O 3.9333 4.1823 -3.3107
O -5.3814 -3.3203 1.1963
O 5.5237 6.0729 -6.6509
O 4.4353 0.2271 -0.4927
O -8.5675 -3.4938 3.0747
O -4.0593 -3.5465 -4.3185
N 4.5349 -3.4020 1.8281
N 1.1068 -1.8784 0.1029
N 2.1004 -3.6926 2.7263
C 2.5254 -2.2646 0.4167
C -2.5624 -2.5403 2.1152
C -9.7728 -4.0143 3.6521
C -5.7156 -4.6197 -3.0111
C 5.7514 -0.2429 -0.8155
C 3.6737 5.1837 -4.3042
C -2.0757 -3.4751 3.3998
C -1.4115 -2.0703 1.0466
C -3.2562 -3.9647 4.4293
C 2.0477 4.4696 3.6648
C -10.0911 -3.1523 4.8542
C -5.3321 -4.2008 -4.4135
C 6.8777 7.9422 -7.1770
C -5.0607 -3.5523 -2.1729
C 0.8534 -6.0999 4.5171
C 2.7048 3.8828 -2.6337
C 6.8397 5.6029 -6.9738
C 1.7105 4.9496 -3.0369
C 7.5216 6.7070 -7.7519
C -3.0613 -6.2044 2.8147
C -0.4571 -3.8555 3.5652
C 2.6105 5.8053 3.2529
C 1.8885 -7.0674 4.3914
C 2.3660 3.6076 2.4628
C 4.3698 1.6311 -0.7790
C 5.7894 2.0964 -1.0188
C 3.0377 -3.1282 1.6972
C -9.5282 -1.8166 4.4422
C 2.1701 5.2993 -4.4287
C -3.7793 -3.2930 -2.9348
C 0.2141 -2.4225 1.1820
C -4.0166 -5.3018 3.7946
C 5.4581 7.4768 -6.9373
C -8.2905 -2.2188 3.6703
C -0.0492 -4.7465 4.8937
C 0.6691 -3.3246 2.4561
C 6.4333 0.8613 -1.5936
C 3.8483 5.4031 2.4810
H 3.7533 1.7606 -1.6752
H -5.2606 -5.0487 -5.1002
H 2.3763 2.8904 -2.9615
H 0.5522 -4.0372 5.6422
H 1.7959 4.5544 -5.1409
H -0.9669 -5.1470 5.5067
H 2.5075 2.5557 2.7260
H -2.1169 -6.5160 3.4457
H 1.5768 3.6754 1.7061
H 5.8470 2.9683 -1.6754
H -3.6985 -7.1501 2.4612
H -4.4078 -5.9558 4.7118
H -3.4199 -2.2670 -2.8139
H -4.1088 -3.1310 4.4835
H -2.9855 -3.9802 -2.6232
H -2.8964 -4.1170 5.5377
H -4.6026 -0.3906 3.4098
H 0.6740 4.6060 -2.9896
H 6.2734 -0.4471 0.1253
H -10.2342 -1.3061 3.7765
H 6.7687 4.6714 -7.5427
H -9.5544 -3.5256 5.7345
H 2.8759 3.8548 -1.5541
H -2.7524 -5.6595 1.8019
H 6.2648 2.3530 -0.0646
H -9.6313 -5.0662 3.9154
H 4.9793 8.0009 -6.1056
H 6.9353 8.8140 -7.8336
H 2.8288 6.4689 4.0935
H 4.1518 4.9002 -5.2463
H 0.9807 4.4959 3.9000
H -1.7585 -1.4173 0.1186
H 4.1091 6.1248 1.7014
H -4.8875 -3.8516 -1.1362
H 5.6803 -1.1744 -1.3845
H 3.3623 -1.8831 -0.3436
H 4.8417 7.6064 -7.8335
H 7.5215 0.8450 -1.4928
H -7.4292 -2.3408 4.3357
H 2.6434 -7.9634 4.6205
H 1.8131 5.8229 -2.3818
H -5.6827 -2.6495 -2.1700
H 7.3531 8.1988 -6.2229
H 7.3618 5.3987 -6.0330
H -6.7968 -4.6893 -2.8676
H 3.8909 2.1551 0.0527
H 1.9045 6.3158 2.5872
H 4.5950 -4.1482 2.5779
H 4.7095 5.2811 3.1464
H -6.2464 -3.1989 1.7241
H 4.9888 -2.5453 2.2664
H -9.3100 -1.1530 5.2828
H 7.2745 6.6214 -8.8166
H 4.1171 6.1226 -3.9560
H 8.6098 6.6908 -7.6510
H -8.0297 -1.4971 2.8908
H -4.9787 -5.0011 3.1633
H 6.1861 0.7756 -2.6584
H -5.2747 -5.5964 -2.7790
H -10.5620 -3.9465 2.8954
H 1.8445 6.2871 -4.7643
H -11.1581 -3.1260 5.0893
H -6.0486 -3.4797 -4.8218
H 2.5843 4.0963 4.5451

110
Properties=species:S:1:pos:R:3 method="wB97M-V/def2-TZVPD" homo_lumo_gap_ev="3.36 / 5.89" total_charge=-2 e_lumo_ev="4.5 / 4.5" homo_energy_ev="1.172 / -1.412" e_tot_ev=-68586.785 spin_multiplicity=2 de_lowest_kcal_mol=15.32
Hg -0.1317 -0.4431 0.0937
Si 2.1880 -0.4983 1.1553
Si -1.3509 3.2074 -1.3132
O -0.4220 1.9962 -0.9478
O -0.7304 4.2645 -2.4613
O -2.8635 2.8851 -1.9362
O -1.6929 4.2389 -0.0321
C -0.1730 5.0572 -4.6049
C 0.6096 4.7851 0.5319
C -5.1325 2.2605 -1.9550
C -0.7883 3.2969 1.9919
C 1.1420 -2.0586 -3.7535
C -0.8023 4.4941 1.0430
C 3.1691 1.1782 1.0259
C 2.3220 -3.1345 -0.0028
C -0.0558 3.8754 -3.6482
C 1.0089 -3.4496 -3.8401
C 2.5192 -3.5347 -5.7228
C -2.2374 -2.9265 -3.0890
C 4.4400 -2.4279 1.0937
C 1.4429 -2.4028 3.1534
C -3.1939 -3.9245 -3.1122
C 0.4582 -1.2362 -2.7253
C -0.6853 2.6328 -4.2825
C 3.7369 -1.4533 -1.0759
C 1.4075 3.5999 -3.3208
C -1.3508 5.7225 1.7618
C -3.3321 0.5568 -2.2992
C 3.2306 -1.9268 0.2939
C 1.9406 -0.9560 3.0389
C 1.9983 -1.4359 -4.6664
C -0.5433 -1.5755 -1.9003
C 2.9266 1.7612 -0.3740
C 0.8144 -0.0880 3.6283
C 3.1823 -0.8016 3.9250
C -3.7297 1.8205 -1.5492
C -3.6823 1.5794 -0.0401
C 4.6792 1.0876 1.2840
C 2.6744 -2.1571 -5.6402
C 1.6849 -4.1728 -4.8104
C 2.5922 2.2094 2.0046
C -2.5817 -4.5707 -0.8928
C -3.3816 -4.7648 -2.0144
C -1.4210 -2.7094 -1.9561
C -1.6266 -3.5672 -0.8553
H 2.2056 -3.1341 2.8816
H 2.8242 1.9781 3.0467
H -2.7140 -5.2022 -0.0201
H 4.9930 -3.1751 0.5039
H 1.0704 0.9696 3.6785
H 2.8894 -3.8802 -0.5784
H 1.8964 4.5116 -2.9653
H 1.1502 -2.6032 4.1943
H 2.9507 -1.1283 4.9506
H -1.3340 6.5875 1.0939
H 5.1915 0.4797 0.5366
H 5.1218 2.0945 1.2420
H 0.3730 -3.9604 -3.1297
H -0.7589 5.9504 2.6528
H -2.3239 0.2487 -2.0185
H 3.3989 2.7533 -0.4436
H 1.5658 -5.2500 -4.8493
H 4.9105 0.6672 2.2664
H 5.1368 -1.6233 1.3414
H -0.0988 -0.1745 3.0344
H -3.7673 2.5318 0.4901
H 1.9454 3.2267 -4.1984
H -5.8570 1.4645 -1.7642
H 3.3298 -1.6406 -6.3328
H -4.0119 -0.2700 -2.0729
H -3.7991 -4.0547 -4.0037
H 0.5756 5.5751 -0.2223
H 3.0242 3.1949 1.7814
H -0.1265 3.4816 2.8446
H -2.1026 -2.2794 -3.9488
H 1.9530 -3.6246 0.8985
H 1.8550 1.8786 -0.5690
H 0.8716 -0.2262 -2.6551
H 3.5156 0.2360 3.9839
H -1.7649 2.7670 -4.3751
H -5.1470 2.5070 -3.0196
H 0.3804 4.8688 -5.5294
H -5.4249 3.1513 -1.3925
H 1.5096 2.2988 1.9044
H 0.5671 -2.5730 2.5204
H 0.2253 5.9560 -4.1283
H 1.0355 3.8932 0.0679
H -4.1356 -5.5427 -2.0321
H 3.3406 1.1451 -1.1727
H 1.4539 2.8498 -2.5336
H -0.5138 1.7532 -3.6567
H 4.5008 -0.6775 -1.0016
H 4.0246 -1.4002 3.5715
H -1.7986 3.1053 2.3632
H 3.0493 -4.1048 -6.4768
H 1.2584 5.0962 1.3561
H 0.5940 -0.4263 4.6520
H -0.2570 2.4556 -5.2734
H -1.0303 -3.4136 0.0365
H -4.5009 0.9216 0.2635
H 2.9222 -1.0699 -1.6921
H 4.1798 -2.3049 -1.6107
H -2.7376 1.1112 0.2486
H 4.1450 -2.9106 2.0277
H -1.2223 5.2360 -4.8506
H -0.4533 2.4066 1.4561
H -3.3510 0.7453 -3.3775
H -2.3857 5.5407 2.0603
H 2.1284 -0.3604 -4.5993
H 1.4578 -2.8464 -0.6012

128
Properties=species:S:1:pos:R:3 method="wB97M-V/def2-TZVPD" homo_lumo_gap_ev=7.27 total_charge=0 e_lumo_ev=0.0 homo_energy_ev=-7.286 e_tot_ev=-88584.114
P 4.4404 0.5769 -0.1520
F -1.1695 6.3141 -2.6109
O 3.0367 1.1257 -1.0244
O 3.6249 3.4846 2.4187
O 5.7191 0.9574 -1.0492
O 0.5601 6.2108 0.6273
O 4.4318 -1.1965 -0.0822
O -1.3207 -3.1786 -0.1365
N 2.7290 -1.3039 -2.9965
N 2.1524 -4.7946 1.9936
N -3.4281 1.5543 -0.3419
N -2.7613 4.2525 5.6137
N 0.1943 2.9886 2.2484
N -0.4914 -8.2982 3.9317
N -1.4178 -3.9311 2.4325
N 3.4931 -8.9992 -1.3091
N -0.0615 -2.7437 1.9503
N 4.8299 4.5239 -0.2058
N 5.4194 -3.4025 -6.7149
N -5.2998 5.1866 -5.1404
N 0.9083 5.0697 0.0545
N -7.0184 -0.2552 -4.8157
N -5.0519 -2.7943 0.7083
N 1.1916 8.4376 -0.9111
C -6.7538 0.9771 -4.8524
C 5.7397 -2.3881 -4.1455
C -5.7742 -3.7723 1.0426
C -0.6923 2.3880 3.3602
C -3.0107 -6.0880 3.1697
C 0.8919 -1.5629 1.8562
C -2.2800 -1.2780 1.4594
C 2.9644 1.2419 3.6067
C 2.7903 -0.3741 3.4075
C 5.5646 -2.9426 -5.5499
C -6.9801 6.3141 -7.0479
C -6.0617 5.6978 -6.0053
C 1.2422 -0.9111 3.3555
C -1.0923 5.1290 -1.7011
C 0.8814 7.4088 -0.1511
C -5.2550 -0.0753 -1.6611
C 2.4753 4.3543 2.0851
C 1.9671 -0.7926 -3.8614
C 4.4527 -8.4831 -0.6744
C 3.5537 5.3311 -0.1297
C 2.9082 -5.1826 -0.6544
C -4.2564 0.8153 -0.9401
C -6.4349 2.4626 -4.8966
C 1.0487 -0.1763 -4.9040
C 5.6094 -7.8611 0.0906
C -3.5233 4.7638 4.7488
C 4.7168 1.4075 1.5450
C 3.3254 2.0617 2.2044
C -2.1401 -4.9091 2.7668
C 0.2643 -8.6862 1.2837
C -1.2066 -2.4693 0.9992
C -4.4416 5.3801 3.7062
C 2.4951 -4.9706 0.7929
C -6.6449 -4.9513 1.4455
C 2.2465 4.5245 0.4379
C 0.5359 4.9108 -1.3838
C -0.1488 -8.4742 2.7310
C 1.0992 4.0053 2.9046
H 6.3855 -8.6108 0.2674
H 1.3700 -0.4732 -5.9061
H -4.4118 6.4706 3.7811
H -2.2085 -0.4604 0.6028
H -1.4712 4.1907 -2.3316
H -6.6588 6.0172 -8.0500
H 3.7006 6.2809 0.5722
H 1.3548 -8.6835 1.2030
H 0.0219 -0.5163 -4.7440
H 1.2199 5.5109 -2.1550
H 0.7263 3.7645 -1.6623
H -3.3513 -1.7432 1.5569
H 4.7716 -2.3433 -3.6391
H -7.3726 -5.1638 0.6576
H -0.1409 -7.8853 0.6592
H -6.9503 7.4046 -6.9730
H 3.3471 -0.8306 2.4855
H -6.2549 0.0713 -1.2434
H 2.7968 5.4476 2.4433
H -8.0070 5.9741 -6.8878
H -4.1203 5.0832 2.7041
H -1.9356 -0.7433 2.4491
H 1.8706 -1.9732 1.3307
H -6.9074 2.9195 -5.7705
H 0.3822 -3.6319 1.6014
H 0.4449 -0.1334 3.7141
H 5.1905 0.6045 2.2591
H 3.2831 -0.8824 4.3687
H 5.2575 -7.4791 1.0529
H 6.4123 -3.0317 -3.5718
H 4.6348 3.5875 -0.6233
H -1.7219 5.2497 -0.7136
H 6.1640 -1.3815 -4.1923
H 0.4567 -0.7430 1.1188
H 3.9986 -5.1799 -0.7351
H 5.4905 2.2736 1.3835
H 0.4942 5.0316 2.9825
H -2.3891 -6.9735 3.3285
H -6.8094 2.9514 -3.9930
H 2.4410 1.8404 1.4714
H -0.1170 -9.6459 0.9240
H -5.3532 2.6099 -4.9588
H 6.0365 -7.0356 -0.4855
H -1.1079 1.3150 3.0558
H -5.4685 5.0400 3.8663
H -7.1793 -4.7208 2.3712
H -0.1231 2.2436 4.3726
H 2.3158 3.4235 -0.0193
H -3.7385 -6.3005 2.3818
H 3.2957 5.7438 -1.2058
H 2.5030 -4.3817 -1.2789
H 3.0133 0.5820 -1.8875
H 2.5269 -6.1422 -1.0141
H 3.8881 1.4185 4.3252
H 4.1697 -1.5226 -1.0054
H 1.4143 3.7462 4.0105
H -1.6321 3.0931 3.5561
H 2.0221 1.6576 4.1616
H 1.1509 -1.8362 4.1046
H -5.2742 0.1720 -2.7260
H 5.3351 4.4655 0.7056
H -0.5079 3.5593 1.6878
H -6.0233 -5.8368 1.6043
H -3.5452 -5.8576 4.0954
H 1.0785 0.9142 -4.8291
H -4.9707 -1.1248 -1.5443